[1]
A molecular structure, C5H20FN10O5V in a non-equilibrium geometry. Source: the Open Molecules 2025 dataset; level of theory: ωB97M-V with the def2-TZVPD basis set.

Results
Charge = +2
E_tot = -59040.91335 eV
Frontier orbital gap (alpha / beta) = 2.68 / 5.33 eV
LUMO (alpha / beta) = -11.3 / -9.3 eV
Energy above the lowest of the compared OMol25 structures with the same formula, charge and spin = 2.055 eV
Spin multiplicity = 3
Molar mass = 370.222 Da
Highest occupied orbital energy (alpha / beta) = -14.01 / -14.67 eV

Each line ends with the Mulliken charge.
Cartesian coordinates (Å):
V: 1.61212 1.49676 -1.37860  1.7123
F: 0.00425 0.56288 -0.60751  -0.2677
C: 1.24905 -0.63188 -3.89473  0.5754
O: 1.55136 0.16892 -2.96623  -0.6273
N: 0.00828 -1.12349 -4.06900  -0.1359
N: 2.21968 -1.09442 -4.70897  -0.4170
H: -0.01234 -1.80248 -4.81074  0.1714
H: -0.81512 -0.81000 -3.56647  0.1451
H: 3.06291 -0.54135 -4.72012  0.2542
H: 2.03599 -1.57993 -5.57208  0.2396
C: 3.04299 1.21653 1.69613  0.6441
O: 2.51366 1.37085 0.57684  -0.5982
N: 3.44919 -0.00636 2.12283  -0.3719
N: 3.38105 2.26210 2.48692  -0.3913
H: 3.39942 -0.71644 1.41494  0.2061
H: 3.95466 -0.11206 2.98386  0.2080
H: 2.91568 3.13049 2.28056  0.2492
H: 3.64201 2.05486 3.43711  0.2342
C: -0.74876 1.31507 4.05530  0.6476
O: 0.35500 0.77544 4.09657  -0.6166
N: -1.36905 1.70650 5.21466  -0.4133
N: -1.48778 1.60567 2.92807  -0.3635
H: -0.91965 1.65369 6.10964  0.2295
H: -2.33459 1.98453 5.21717  0.1380
H: -1.04693 1.39453 2.05413  0.1360
H: -2.47737 1.62489 3.09617  0.2312
C: 0.20212 -2.42832 1.01617  0.6097
O: 0.37754 -3.60262 1.53753  -0.6076
N: 0.30879 -1.33315 1.76217  -0.0486
N: 0.09891 -2.28596 -0.29452  -0.1812
H: 0.72109 -1.27596 2.68391  0.2129
H: 0.09453 -0.48900 1.23922  -0.0892
H: -0.13412 -1.34813 -0.59371  0.0990
H: 0.23776 -3.03282 -0.95610  0.1916
C: -3.38651 -0.40229 -2.67715  0.6702
O: -2.68399 -1.26638 -3.20656  -0.7344
N: -4.67831 -0.17854 -3.02344  -0.4064
N: -2.86894 0.38155 -1.69432  -0.2832
H: -5.17756 0.65646 -2.77894  0.1919
H: -5.02757 -0.74392 -3.77792  0.2637
H: -3.34549 1.18669 -1.32769  0.1993
H: -1.92394 0.25711 -1.38512  0.0933

***

[2]
A molecular structure, C5H20InN10O5 in a non-equilibrium geometry. Source: the Open Molecules 2025 dataset; level of theory: ωB97M-V with the def2-TZVPD basis set.

Results
Charge = +3
E_tot = -35792.79018 eV
Frontier orbital gap = 3.22 eV
LUMO = -15.5 eV
Energy above the lowest of the compared OMol25 structures with the same formula, charge and spin = 8.261 eV
Spin multiplicity = 1
Molar mass = 415.098 Da
Highest occupied orbital energy = -18.75 eV

Each line ends with the Mulliken charge.
Cartesian coordinates (Å):
In: 0.04739 2.70433 0.62862  1.3975
C: 2.37230 -0.27526 2.15575  0.6762
O: 1.96539 0.81997 1.81057  -0.3920
N: 1.66573 -1.28336 1.83849  -0.3218
N: 3.51644 -0.58671 2.69092  -0.3436
H: 2.03849 -2.21270 1.97068  0.2305
H: 0.85607 -0.96520 1.32533  0.0180
H: 3.59412 -1.57294 2.89439  0.1619
H: 4.19977 0.08830 3.00321  0.2731
C: -2.45449 0.01315 2.41380  0.5996
O: -1.60378 0.66245 1.89728  -0.4210
N: -3.68741 0.46562 2.56843  -0.4324
N: -2.34155 -1.21405 2.78634  -0.3842
H: -3.83321 1.44665 2.37757  0.2283
H: -4.35643 -0.20916 2.91076  0.1690
H: -1.43745 -1.65597 2.87243  0.2147
H: -3.03842 -1.61161 3.39987  0.2088
C: -0.20932 -0.84844 -1.34036  0.5320
O: -0.13459 -0.05899 -0.40713  0.0020
N: -0.62300 -2.05460 -1.20484  -0.3670
N: 0.12763 -0.52459 -2.56225  -0.4752
H: -0.67270 -2.56825 -2.07305  0.1671
H: -0.85778 -2.57256 -0.37016  0.2197
H: 0.32301 0.46027 -2.67177  0.2506
H: 0.13016 -1.16822 -3.34060  0.1621
C: 3.31401 1.03541 -1.08846  0.6868
O: 2.41270 1.83704 -0.75695  -0.5256
N: 4.48278 0.92490 -0.51584  -0.3423
N: 3.32637 0.43026 -2.19024  -0.3096
H: 4.73055 1.45821 0.30531  0.2609
H: 5.22206 0.41469 -0.97764  0.1540
H: 4.03184 -0.28766 -2.27398  0.2127
H: 2.50407 0.49302 -2.77332  0.1897
C: -2.91420 1.31227 -1.66064  0.6288
O: -2.31708 2.09155 -0.87922  -0.5191
N: -3.33074 1.74021 -2.78591  -0.3340
N: -3.27544 0.07169 -1.30145  -0.3697
H: -3.12246 2.67361 -3.11068  0.2879
H: -4.13765 1.24545 -3.13833  0.2270
H: -3.53286 -0.54422 -2.05940  0.2416
H: -2.98021 -0.17473 -0.36753  0.1373

***

[3]
A molecular structure, C5H20Li3N4O6 in a non-equilibrium geometry. Source: the Open Molecules 2025 dataset; level of theory: ωB97M-V with the def2-TZVPD basis set.

Results
Charge = +1
E_tot = -24361.54176 eV
Frontier orbital gap = 6.00 eV
LUMO = -4.4 eV
Energy above the lowest of the compared OMol25 structures with the same formula, charge and spin = 0.834 eV
Spin multiplicity = 1
Molar mass = 253.060 Da
Highest occupied orbital energy = -10.41 eV

Each line ends with the Mulliken charge.
Cartesian coordinates (Å):
Li: -4.14308 2.60221 -0.86084  0.9017
Li: -2.61902 2.74444 3.91827  0.9033
Li: -1.89582 5.56279 1.42193  0.8541
O: -2.86101 5.78245 4.15788  -1.0002
H: -3.55094 6.47367 4.13089  0.1826
O: -2.02312 2.65968 0.85927  -1.0448
H: -1.60587 2.16666 0.12621  0.1762
O: -4.91983 -0.42096 -1.44915  -0.6323
H: -4.64260 -1.15447 -1.99808  0.3169
H: -5.86624 -0.53266 -1.35938  0.3312
C: -1.42989 -3.62876 2.68980  0.7045
O: -0.65028 -3.78889 3.61619  -0.6734
N: -1.62018 -4.48168 1.71687  -0.4418
N: -1.80006 -2.51573 2.30257  -0.3421
H: -2.30441 -4.38167 0.98070  0.1899
H: -1.01596 -5.25563 1.95357  0.2227
H: -1.35252 -1.74943 2.78484  0.1852
H: -2.45883 -2.39316 1.54687  0.1587
C: -1.34010 -2.59078 -3.91090  0.6738
O: -2.18178 -3.28826 -3.33764  -0.6839
N: -0.71860 -1.58686 -3.37596  -0.3414
N: -1.09078 -2.62983 -5.14654  -0.3849
H: -0.92576 -1.29299 -2.43213  0.1927
H: -0.12774 -1.10664 -4.03957  0.1495
H: -1.54519 -3.33062 -5.71445  0.2272
H: -0.28138 -2.19328 -5.56413  0.1728
C: 5.78876 1.77477 0.53293  -1.4436
C: 4.34881 1.88139 0.11485  0.5838
C: 3.54031 0.86496 0.91074  -1.1832
O: 3.90074 3.22936 0.39739  -0.5818
H: 6.28863 2.64074 0.09898  0.4052
H: 6.28001 0.94574 0.02355  0.3822
H: 6.11505 1.82191 1.57188  0.3824
H: 4.20760 1.57808 -0.92253  0.2056
H: 2.48427 0.84870 0.64126  0.2956
H: 3.65789 1.12151 1.96357  0.2899
H: 3.90008 -0.13792 0.68079  0.3437
H: 4.45887 3.76115 0.96949  0.3221

***

[4]
A molecular structure, C5H20N10O5Rb in a non-equilibrium geometry. Source: the Open Molecules 2025 dataset; level of theory: ωB97M-V with the def2-TZVPD basis set.

Results
Charge = +1
E_tot = -31300.15641 eV
Frontier orbital gap = 8.22 eV
LUMO = -3.2 eV
Energy above the lowest of the compared OMol25 structures with the same formula, charge and spin = 1.152 eV
Spin multiplicity = 1
Molar mass = 385.748 Da
Highest occupied orbital energy = -11.38 eV

Each line ends with the Mulliken charge.
Cartesian coordinates (Å):
Rb: -1.53357 -0.07389 0.75585  0.9959
C: -1.38739 6.81314 0.65789  0.6475
O: -1.50410 5.76115 1.19605  -0.6736
N: -2.24260 7.72378 0.90676  -0.4049
N: -0.46072 7.17962 -0.09874  -0.3552
H: -2.81325 7.53516 1.71848  0.2248
H: -2.14087 8.65546 0.53030  0.1671
H: 0.20246 6.50532 -0.45315  0.2153
H: -0.24345 8.15377 -0.25340  0.1789
C: 2.43227 -5.91480 1.36916  0.6273
O: 1.66515 -4.96758 1.32827  -0.6623
N: 3.69608 -5.86134 0.96016  -0.3703
N: 1.99175 -7.10503 1.82739  -0.4081
H: 4.17519 -5.04242 0.61385  0.2149
H: 4.27563 -6.66487 1.15649  0.1809
H: 2.46510 -7.98336 1.67060  0.1958
H: 1.05141 -7.00710 2.18274  0.2211
C: -5.45174 1.65156 -3.93960  0.6617
O: -5.41329 1.23215 -2.78591  -0.6842
N: -4.45105 1.58687 -4.75217  -0.3984
N: -6.51218 2.07636 -4.55477  -0.3869
H: -4.34874 2.09767 -5.61745  0.1926
H: -3.61282 1.17260 -4.37025  0.1996
H: -7.21103 2.51490 -3.97221  0.2239
H: -6.49308 2.10546 -5.56417  0.1934
C: 1.80145 -1.34032 -4.23731  0.6946
O: 1.02693 -0.41406 -3.93059  -0.7370
N: 1.42967 -2.54683 -4.17461  -0.3487
N: 3.07451 -1.09850 -4.30625  -0.4101
H: 0.45464 -2.78527 -4.06256  0.2127
H: 2.14265 -3.26090 -4.21781  0.1731
H: 3.82610 -1.72455 -4.55781  0.1875
H: 3.16020 -0.11677 -4.08496  0.2300
C: 2.06719 -0.72950 6.18215  0.6524
O: 2.06481 -0.06276 5.16730  -0.6669
N: 2.55099 -0.43283 7.30421  -0.3109
N: 1.69030 -2.01456 6.25218  -0.3356
H: 2.55567 -1.19589 7.96589  0.1460
H: 2.90675 0.49638 7.47774  0.2085
H: 1.35144 -2.59558 5.49873  0.1819
H: 1.76140 -2.32264 7.21141  0.1255

***

Repeat the third record exactly.
A molecular structure, C5H20Li3N4O6 in a non-equilibrium geometry. Source: the Open Molecules 2025 dataset; level of theory: ωB97M-V with the def2-TZVPD basis set.

Results
Charge = +1
E_tot = -24361.54176 eV
Frontier orbital gap = 6.00 eV
LUMO = -4.4 eV
Energy above the lowest of the compared OMol25 structures with the same formula, charge and spin = 0.834 eV
Spin multiplicity = 1
Molar mass = 253.060 Da
Highest occupied orbital energy = -10.41 eV

Each line ends with the Mulliken charge.
Cartesian coordinates (Å):
Li: -4.14308 2.60221 -0.86084  0.9017
Li: -2.61902 2.74444 3.91827  0.9033
Li: -1.89582 5.56279 1.42193  0.8541
O: -2.86101 5.78245 4.15788  -1.0002
H: -3.55094 6.47367 4.13089  0.1826
O: -2.02312 2.65968 0.85927  -1.0448
H: -1.60587 2.16666 0.12621  0.1762
O: -4.91983 -0.42096 -1.44915  -0.6323
H: -4.64260 -1.15447 -1.99808  0.3169
H: -5.86624 -0.53266 -1.35938  0.3312
C: -1.42989 -3.62876 2.68980  0.7045
O: -0.65028 -3.78889 3.61619  -0.6734
N: -1.62018 -4.48168 1.71687  -0.4418
N: -1.80006 -2.51573 2.30257  -0.3421
H: -2.30441 -4.38167 0.98070  0.1899
H: -1.01596 -5.25563 1.95357  0.2227
H: -1.35252 -1.74943 2.78484  0.1852
H: -2.45883 -2.39316 1.54687  0.1587
C: -1.34010 -2.59078 -3.91090  0.6738
O: -2.18178 -3.28826 -3.33764  -0.6839
N: -0.71860 -1.58686 -3.37596  -0.3414
N: -1.09078 -2.62983 -5.14654  -0.3849
H: -0.92576 -1.29299 -2.43213  0.1927
H: -0.12774 -1.10664 -4.03957  0.1495
H: -1.54519 -3.33062 -5.71445  0.2272
H: -0.28138 -2.19328 -5.56413  0.1728
C: 5.78876 1.77477 0.53293  -1.4436
C: 4.34881 1.88139 0.11485  0.5838
C: 3.54031 0.86496 0.91074  -1.1832
O: 3.90074 3.22936 0.39739  -0.5818
H: 6.28863 2.64074 0.09898  0.4052
H: 6.28001 0.94574 0.02355  0.3822
H: 6.11505 1.82191 1.57188  0.3824
H: 4.20760 1.57808 -0.92253  0.2056
H: 2.48427 0.84870 0.64126  0.2956
H: 3.65789 1.12151 1.96357  0.2899
H: 3.90008 -0.13792 0.68079  0.3437
H: 4.45887 3.76115 0.96949  0.3221